Arrangement w

Here is a single C3H5NO2 molecule from OMol25. Energies are from ωB97M-V/def2-TZVPD.

Each line ends with the natural charge from an NBO analysis.
CARTESIAN COORDINATES (ANGSTROEM)
H -2.13376 -0.25555 -0.31637  0.413
C 0.29323 0.24237 0.35680  0.204
N -1.49638 -0.63895 -0.99548  -0.813
C -0.15303 -0.46170 -0.89763  0.615
H -1.84832 -1.14310 -1.79398  0.407
C 1.57008 0.34220 0.71687  -0.456
H -0.33986 1.31063 1.77124  0.488
O -0.73773 0.72218 1.11659  -0.691
H 1.82990 0.71260 1.70634  0.194
H 2.36971 0.03888 0.05659  0.240
O 0.64614 -0.86956 -1.72097  -0.600

Calculated values
HOMO: -9.5 eV
SMILES: C=C(O)C(N)=O

=====

Arrangement x

Here is a single C3H5NO2 molecule from OMol25. Energies are from ωB97M-V/def2-TZVPD.

Each line ends with the natural charge from an NBO analysis.
CARTESIAN COORDINATES (ANGSTROEM)
H 2.51033 0.81563 0.78088  0.359
H 2.09202 0.05982 -1.34805  0.159
C 1.40098 0.00031 -0.50365  0.404
C -0.74777 -0.73186 0.09086  -0.193
N 1.58410 0.41106 0.67540  -0.713
H -1.96720 0.86112 -0.87515  0.108
C -1.59179 0.53483 0.11628  0.417
O 0.26697 -0.60759 -0.90605  -0.495
H -1.36676 -1.57937 -0.22344  0.209
O -1.86700 1.14492 1.11651  -0.485
H -0.31387 -0.90888 1.07642  0.230

Calculated values
HOMO: -9.9 eV
SMILES: [H]/N=C/OCC=O

=====

Which of them is most stable? Easy: arrangement w.

=====

Arrangement w

Here is a single C3H5NO2 molecule from OMol25. Energies are from ωB97M-V/def2-TZVPD.

Each line ends with the natural charge from an NBO analysis.
CARTESIAN COORDINATES (ANGSTROEM)
C 0.64132 -0.24092 0.21982  0.565
C -1.60268 -0.72122 -0.37838  0.649
H -2.51546 -1.15960 0.05018  0.129
N 1.65769 -0.95938 0.04455  -0.621
H 1.63279 1.62050 -0.01638  0.246
O -0.61102 -0.81994 0.52995  -0.536
C 0.63743 1.25054 0.23296  -0.701
O -1.50797 -0.25082 -1.47711  -0.563
H 1.41243 -1.94909 0.07469  0.352
H -0.08737 1.61025 -0.50224  0.247
H 0.34285 1.61969 1.22195  0.233

Calculated values
HOMO: -10.8 eV
SMILES: [H]/N=C(/C)OC=O

=====

Arrangement x

Here is a single C3H5NO2 molecule from OMol25. Energies are from ωB97M-V/def2-TZVPD.

Each line ends with the natural charge from an NBO analysis.
CARTESIAN COORDINATES (ANGSTROEM)
O -3.14531 0.76176 -0.31554  -0.364
H -0.93579 1.61567 -0.12470  0.236
H 0.97568 0.60165 1.05136  0.233
H 0.91736 0.18193 -1.25539  0.223
C -0.88608 0.56864 -0.09321  -0.143
H -0.10571 -1.32412 -1.12443  0.244
O -2.42928 -1.13821 0.48245  -0.389
H -0.31634 -0.87761 1.21791  0.244
N -2.31780 -0.02564 0.03216  0.561
C 0.10161 -0.33902 -0.72516  -0.419
C 0.14406 -0.11831 0.74768  -0.425

Calculated values
HOMO: -10.9 eV
SMILES: O=[N+]([O-])C1CC1

=====

Which of them is most stable? Easy: arrangement w.

=====

Arrangement w

Here is a single C3H5NO2 molecule from OMol25. Energies are from ωB97M-V/def2-TZVPD.

Each line ends with the natural charge from an NBO analysis.
CARTESIAN COORDINATES (ANGSTROEM)
H -1.78054 -1.00930 -1.00446  0.245
H 3.41027 -0.01393 0.17807  0.355
O -0.68543 -1.09360 1.04489  -0.551
H -1.66870 0.75882 -1.18641  0.217
C 1.56638 0.11321 0.39292  0.389
N 2.69522 0.65461 0.47390  -0.637
O 0.39820 0.83623 0.65506  -0.517
H 1.34490 -0.91009 0.08180  0.160
C -0.72754 0.01406 0.59703  0.787
H -2.83065 -0.00094 -0.01293  0.244
C -1.84081 -0.02757 -0.47966  -0.692

Calculated values
HOMO: -10.5 eV
SMILES: [H]/N=C/OC(C)=O

=====

Arrangement x

Here is a single C3H5NO2 molecule from OMol25. Energies are from ωB97M-V/def2-TZVPD.

Each line ends with the natural charge from an NBO analysis.
CARTESIAN COORDINATES (ANGSTROEM)
C 0.39816 0.71809 0.67520  -0.173
O -0.12547 1.21738 -0.54743  -0.486
C 1.19246 -0.63714 0.78402  0.366
H -1.30553 0.82765 -2.11545  0.161
H -0.41779 0.56103 1.39601  0.221
H 1.87759 -1.31925 0.26685  0.181
N -1.13273 -0.81147 -0.78357  -0.721
O 1.13920 -1.12093 1.89212  -0.539
C -0.92159 0.36154 -1.20434  0.409
H -1.73082 -1.32812 -1.42005  0.361
H 1.02653 1.53121 1.05664  0.218

Calculated values
HOMO: -9.7 eV
SMILES: [H]/N=C/OCC=O

=====

Arrangement y

Here is a single C3H5NO2 molecule from OMol25. Energies are from ωB97M-V/def2-TZVPD.

Each line ends with the natural charge from an NBO analysis.
CARTESIAN COORDINATES (ANGSTROEM)
H 1.34053 0.81774 -0.12411  0.255
H -0.22123 -1.10949 -2.51482  0.359
H -0.50300 -2.44192 -0.65910  0.162
O -0.59418 -0.88382 0.59652  -0.535
C -0.45617 -1.34975 -0.66139  0.412
N -0.30111 -0.58072 -1.65064  -0.716
H 0.75758 2.17294 0.88627  0.241
C -0.57769 0.52114 0.75418  0.821
C 0.80928 1.08878 0.79129  -0.737
H 1.34979 0.66658 1.64453  0.242
O -1.60380 1.09854 0.93727  -0.504

Calculated values
HOMO: -10.6 eV
SMILES: [H]/N=C/OC(C)=O

=====

Which of them is most stable? Easy: arrangement y.

=====

Arrangement w

Here is a single CH3NS2 molecule from OMol25. Energies are from ωB97M-V/def2-TZVPD.

Each line ends with the natural charge from an NBO analysis.
CARTESIAN COORDINATES (ANGSTROEM)
S 2.76490 1.00791 0.10529  0.242
H 0.10953 -0.95037 -0.16685  0.204
N 1.59178 0.02975 -0.69642  -0.599
H -0.43511 0.59045 -0.80042  0.212
H 0.20087 0.42424 0.92844  0.192
S 2.81784 -1.02122 0.13326  0.180
C 0.24095 0.04100 -0.12405  -0.431

Calculated values
HOMO: -8.5 eV
SMILES: Cn1ss1

=====

Arrangement x

Here is 2 unconnected molecules or ions with the total composition CH3NS2 from OMol25. Energies are from ωB97M-V/def2-TZVPD.

Each line ends with the natural charge from an NBO analysis.
CARTESIAN COORDINATES (ANGSTROEM)
S -1.15753 -1.00394 2.60397  0.232
S -1.69153 0.93721 2.15607  0.268
H -0.73754 0.66162 -0.57924  0.193
N -1.46090 -0.30089 0.99818  -0.641
H 0.07083 -0.84190 -0.44117  0.213
H 0.90887 0.43289 0.75689  0.100
C -0.40729 0.01417 0.11164  -0.364

Calculated values
HOMO: -8.8 eV

=====

Arrangement y

Here is a single CH3NS2 molecule from OMol25. Energies are from ωB97M-V/def2-TZVPD.

Each line ends with the natural charge from an NBO analysis.
CARTESIAN COORDINATES (ANGSTROEM)
S 0.45650 1.86329 0.47125  0.150
H -0.53634 -0.72491 1.58534  0.206
S -0.78202 -1.96146 -0.45212  0.014
H -0.15625 -1.24351 -1.38755  0.163
C -0.35192 -0.55583 0.49299  -0.051
N -0.02921 0.40138 -0.27789  -0.602
H 1.39924 2.22105 -0.43202  0.120

Calculated values
HOMO: -8.6 eV
SMILES: S/C=N/S

=====

Arrangement z

Here is 2 unconnected molecules or ions with the total composition CH3NS2 from OMol25. Energies are from ωB97M-V/def2-TZVPD.

Each line ends with the natural charge from an NBO analysis.
CARTESIAN COORDINATES (ANGSTROEM)
H -1.21801 0.74705 -1.48699  0.211
H -0.39148 -0.34752 -0.17465  0.216
C -0.77456 0.71718 -0.50564  -0.391
S 3.36164 -0.09575 0.10985  -0.128
N -1.03231 1.79168 0.52959  -0.556
H 2.35722 -0.05762 -0.83501  0.094
S 0.34969 2.04777 -0.12182  0.554

Calculated values
HOMO (alpha / beta): -10.2 / -8.5 eV

=====

Which of them is most stable? Easy: arrangement y.